Molecular formula: C3H6NO2
Method: DFT, wB97M-V/def2-TZVPD

## Properties
Net charge ... +1
HOMO level ... -14.412 eV
Gap between HOMO and LUMO ... 9.00 eV
Total energy ... -322.76223 a.u.

Each line ends with the Mulliken charge.
Atoms and positions in Å:
O1 2.545 -1.161 0.097  -0.184
O2 0.822 1.815 0.067  -0.415
N1 -1.618 -0.791 -0.391  -0.388
C1 -0.796 -0.197 0.557  -0.235
C2 0.793 0.517 -0.389  -0.074
C3 1.787 -0.363 -0.273  0.432
H1 -0.920 0.777 0.875  0.320
H2 1.490 1.786 0.716  0.327
H3 0.437 0.333 -1.476  0.337
H4 -0.441 -0.615 1.518  0.407
H5 -1.995 -1.710 -0.153  0.238
H6 -2.104 -0.392 -1.148  0.235

=====

Molecular formula: C3H10N4S
Method: DFT, wB97M-V/def2-TZVPD

## Properties
Net charge ... 0
HOMO level ... -8.583 eV
Gap between HOMO and LUMO ... 9.45 eV
Total energy ... -737.42796 a.u.

Each line ends with the Mulliken charge.
Atoms and positions in Å:
S1 -0.104 -1.901 -2.117  -0.253
N1 0.674 2.070 1.497  -0.454
N2 -1.121 0.125 0.347  -0.407
N3 -0.733 0.986 -0.656  -0.357
N4 1.389 1.846 0.242  -0.397
C1 -0.229 -1.016 0.568  -0.376
C2 -0.536 -2.202 -0.329  -0.813
C3 0.624 1.467 -0.726  -0.179
H1 0.839 -0.725 0.497  0.332
H2 -1.622 -2.400 -0.327  0.392
H3 -1.160 0.666 1.200  0.356
H4 -0.231 2.516 1.297  0.236
H5 1.159 -1.654 -1.750  0.113
H6 -0.352 -1.438 1.591  0.387
H7 1.244 2.785 1.979  0.295
H8 -1.007 0.711 -1.591  0.365
H9 1.115 1.235 -1.686  0.386
H10 0.051 -3.069 -0.035  0.372

=====

Molecular formula: C39H108N8O13
Method: DFT, wB97M-V/def2-TZVPD

## Properties
Net charge ... 0
HOMO level ... -8.121 eV
Gap between HOMO and LUMO ... 8.30 eV
Total energy ... -2966.61071 a.u.

Each line ends with the Mulliken charge.
Atoms and positions in Å:
O1 0.053 -5.767 -2.219  -0.539
O2 -1.123 0.006 1.301  1.263
O3 -6.875 -2.563 -3.035  -0.223
O4 0.566 -3.354 5.359  -0.251
O5 7.307 0.479 1.082  -0.287
O6 1.250 4.442 -0.151  0.031
O7 1.070 4.132 4.385  -0.230
O8 1.594 -1.065 -0.920  0.052
O9 -4.419 2.888 -0.156  -0.610
O10 4.375 2.533 -4.171  -0.404
O11 4.796 -5.805 -2.610  -0.324
O12 -5.935 0.719 0.214  -0.054
O13 -2.280 -6.254 -0.075  -0.575
N1 -1.001 -1.860 3.425  -0.689
N2 4.307 -1.471 0.338  -0.397
N3 1.884 -3.535 -2.485  -0.466
N4 -4.155 1.242 2.483  -0.694
N5 -4.198 -3.248 -3.889  -0.750
N6 1.946 -0.231 -3.849  -0.604
N7 -2.285 4.690 3.656  -0.788
N8 2.797 7.326 -2.003  -0.771
C1 2.947 -4.617 -0.563  -1.622
C2 -0.750 3.263 2.458  -0.678
C3 -0.503 -0.723 0.282  -0.988
C4 3.154 1.966 -3.788  0.036
C5 -8.224 -2.755 -3.392  -0.912
C6 -0.312 -1.254 4.579  0.421
C7 -4.322 3.233 -2.549  -1.554
C8 3.552 -5.247 -2.978  -1.163
C9 2.438 6.520 -0.815  0.592
C10 5.633 -6.062 -3.697  -0.779
C11 -4.541 -0.888 3.323  -1.215
C12 -1.446 -5.147 -0.404  -0.217
C13 -4.250 -2.516 -1.538  -1.171
C14 8.253 0.824 2.067  -0.753
C15 -1.191 -0.080 4.984  -1.189
C16 1.618 5.425 4.533  -0.904
C17 1.667 7.379 0.146  -1.352
C18 3.150 -4.153 -2.005  1.046
C19 -6.260 -3.736 -2.538  -1.099
C20 1.725 5.212 -1.216  -0.323
C21 6.161 -0.239 1.446  -0.903
C22 4.725 0.868 -0.379  -0.607
C23 3.150 0.508 -4.208  0.696
C24 5.312 -0.413 0.201  0.469
C25 0.825 -0.100 -0.138  0.366
C26 -0.243 -2.268 5.736  -0.906
C27 3.363 0.413 -5.728  -1.549
C28 4.538 3.886 -3.873  -0.679
C29 -3.521 2.971 -1.268  0.470
C30 -7.059 0.543 -0.610  -0.874
C31 -1.295 3.607 3.831  1.223
C32 -1.108 -5.054 -1.877  -0.139
C33 2.278 3.774 0.537  -0.526
C34 0.802 -4.197 6.463  -0.831
C35 -4.604 -0.097 2.016  1.821
C36 -6.001 0.022 1.440  -1.489
C37 -2.560 1.786 -1.305  -0.189
C38 -4.739 -3.562 -2.554  0.637
C39 -0.246 4.016 4.877  -1.181
H1 -3.511 3.363 -3.280  0.427
H2 -1.924 -2.141 3.750  0.177
H3 4.584 0.843 -1.462  -0.101
H4 4.418 0.619 -5.907  0.334
H5 -1.113 -0.795 -0.633  -0.140
H6 1.057 6.270 4.139  0.369
H7 3.978 -0.047 -3.737  0.010
H8 -4.664 1.941 -0.034  0.278
H9 0.937 5.400 -1.965  0.320
H10 -4.801 -2.489 -4.210  0.320
H11 -4.480 2.008 1.896  0.360
H12 5.437 1.680 -0.201  0.572
H13 -0.503 -5.172 0.154  0.406
H14 -8.219 -3.358 -4.310  0.368
H15 -0.036 -4.491 7.098  0.330
H16 1.710 -0.290 -2.874  -0.054
H17 2.581 5.393 4.008  0.233
H18 -8.021 0.857 -0.202  0.307
H19 3.404 6.113 -0.495  0.235
H20 1.931 -1.078 -4.387  0.272
H21 -4.443 -4.044 -4.478  0.349
H22 -6.871 1.125 -1.513  0.212
H23 -6.666 0.581 2.113  0.411
H24 -1.901 1.827 -2.167  0.641
H25 6.593 -6.455 -3.362  0.257
H26 -2.196 -6.468 0.857  0.311
H27 -0.244 3.213 5.626  0.249
H28 -1.442 2.644 1.894  -0.583
H29 -0.392 -1.796 0.506  0.284
H30 1.170 -5.147 6.057  0.264
H31 0.696 0.635 -0.943  0.110
H32 -6.597 -3.980 -1.529  0.338
H33 -4.411 -4.546 -2.205  0.265
H34 2.333 4.597 -1.907  -0.177
H35 1.109 -4.146 -2.222  0.038
H36 -5.071 -0.368 4.118  0.362
H37 3.051 1.988 -2.693  -0.338
H38 3.825 -3.299 -2.144  0.300
H39 2.764 -6.010 -2.894  0.201
H40 -0.864 -3.992 -1.987  0.070
H41 2.314 2.438 -4.313  0.557
H42 6.441 -1.235 1.823  0.359
H43 -2.990 4.517 2.949  0.202
H44 3.155 -0.567 -6.166  0.486
H45 2.313 -5.503 -0.526  0.334
H46 1.641 -3.872 7.086  0.314
H47 2.947 4.459 1.070  0.260
H48 4.369 4.109 -2.804  0.098
H49 -0.512 4.213 1.977  0.551
H50 -8.834 -3.154 -2.574  0.328
H51 1.924 7.766 -2.310  0.350
H52 -2.080 1.737 -0.325  -0.404
H53 -3.162 -2.500 -1.510  0.056
H54 1.957 5.551 5.570  0.342
H55 8.753 1.727 1.722  0.238
H56 -1.874 2.748 4.190  0.312
H57 -1.896 -4.218 -0.033  0.100
H58 3.439 -4.866 -3.995  0.493
H59 4.216 -1.794 1.295  0.240
H60 1.336 6.854 1.050  0.172
H61 -6.482 -4.544 -3.244  0.526
H62 -5.073 -1.846 3.221  0.443
H63 -3.145 1.339 2.436  -0.065
H64 -4.895 2.386 -2.920  0.279
H65 -2.801 4.971 4.480  0.227
H66 2.554 -3.828 0.072  0.331
H67 -0.710 0.501 5.772  0.555
H68 2.549 -0.978 -0.728  -0.191
H69 -0.643 4.846 5.468  0.437
H70 -3.892 -0.430 1.258  -0.316
H71 -4.632 -2.897 -0.583  0.351
H72 1.763 -2.651 -1.973  0.505
H73 3.922 -4.945 -0.174  0.417
H74 -3.539 -1.145 3.643  -0.158
H75 5.201 -6.779 -4.407  0.304
H76 -7.118 -0.489 -0.964  0.277
H77 0.681 7.692 -0.207  0.353
H78 2.922 3.252 -0.187  0.135
H79 6.002 -0.689 -0.607  0.201
H80 1.421 0.327 0.671  0.044
H81 3.749 1.132 0.039  -0.243
H82 5.614 0.277 2.252  0.421
H83 -4.631 -1.496 -1.595  0.311
H84 -2.228 -0.223 5.313  0.340
H85 3.774 4.442 -4.436  0.348
H86 -1.428 0.555 4.125  -0.062
H87 -1.294 -2.514 5.942  0.399
H88 -0.007 -6.693 -1.964  0.361
H89 -2.891 3.847 -1.102  0.457
H90 -1.031 -0.562 2.103  -0.397
H91 0.645 -0.818 4.299  0.309
H92 0.090 -1.745 6.641  0.409
H93 5.878 -5.183 -4.309  0.324
H94 2.326 8.184 0.468  0.411
H95 1.915 3.022 1.231  0.032
H96 7.770 1.006 3.030  0.323
H97 0.183 2.724 2.632  0.117
H98 -3.109 0.835 -1.317  -0.162
H99 2.948 6.708 -2.805  0.224
H100 -8.699 -1.805 -3.646  0.240
H101 4.571 -2.291 -0.192  0.161
H102 -6.540 -0.933 1.413  0.491
H103 -0.603 -2.776 3.212  0.318
H104 2.710 1.079 -6.297  0.317
H105 5.551 4.251 -4.025  0.383
H106 -4.841 4.185 -2.497  0.354
H107 9.024 0.054 2.153  0.254
H108 -1.989 -5.165 -2.516  0.258

=====

Molecular formula: C9H20N4S2
Method: DFT, wB97M-V/def2-TZVPD

## Properties
Net charge ... 0
HOMO level ... -9.089 eV
Gap between HOMO and LUMO ... 9.67 eV
Total energy ... -1370.20633 a.u.

Each line ends with the Mulliken charge.
Atoms and positions in Å:
S1 -3.579 -0.394 1.206  -0.148
S2 3.010 -0.815 -0.526  -0.089
N1 -6.066 -0.295 -0.139  -0.609
N2 -4.626 -1.780 -0.985  -0.782
N3 4.983 -2.449 0.441  -0.543
N4 5.659 -0.215 0.435  -0.734
C1 1.726 1.651 -0.411  -0.694
C2 -1.400 1.133 -0.581  -0.600
C3 -2.060 -1.252 0.617  -0.935
C4 -1.558 -0.462 -0.667  -0.557
C5 0.869 1.111 0.755  -0.433
C6 4.634 -1.076 0.240  0.512
C7 -4.815 -0.872 -0.092  0.620
C8 3.111 0.972 -0.405  -0.630
C9 -0.638 1.567 0.626  -0.489
H1 -2.295 -2.343 0.320  0.437
H2 -6.447 -0.510 -1.087  0.329
H3 1.011 -0.033 0.513  0.059
H4 -0.567 -0.821 -0.979  0.338
H5 3.405 1.297 0.635  0.426
H6 1.176 1.569 -1.419  0.221
H7 1.742 2.821 -0.173  0.255
H8 -2.245 -0.703 -1.559  0.414
H9 4.060 1.455 -1.018  0.344
H10 -0.973 1.286 -1.523  0.404
H11 4.379 -2.938 1.156  0.257
H12 -1.179 0.983 1.429  0.185
H13 6.078 -2.503 0.663  0.308
H14 5.447 0.728 0.013  0.270
H15 -2.403 1.687 -0.537  0.200
H16 -1.182 -1.384 1.360  0.340
H17 -3.684 -2.336 -0.992  0.240
H18 1.191 1.459 1.695  0.450
H19 -0.825 2.670 1.058  0.343
H20 -5.938 0.794 -0.067  0.292

=====

What did the fourth record say?
Molecular formula: C9H20N4S2
Method: DFT, wB97M-V/def2-TZVPD

## Properties
Net charge ... 0
HOMO level ... -9.089 eV
Gap between HOMO and LUMO ... 9.67 eV
Total energy ... -1370.20633 a.u.

Each line ends with the Mulliken charge.
Atoms and positions in Å:
S1 -3.579 -0.394 1.206  -0.148
S2 3.010 -0.815 -0.526  -0.089
N1 -6.066 -0.295 -0.139  -0.609
N2 -4.626 -1.780 -0.985  -0.782
N3 4.983 -2.449 0.441  -0.543
N4 5.659 -0.215 0.435  -0.734
C1 1.726 1.651 -0.411  -0.694
C2 -1.400 1.133 -0.581  -0.600
C3 -2.060 -1.252 0.617  -0.935
C4 -1.558 -0.462 -0.667  -0.557
C5 0.869 1.111 0.755  -0.433
C6 4.634 -1.076 0.240  0.512
C7 -4.815 -0.872 -0.092  0.620
C8 3.111 0.972 -0.405  -0.630
C9 -0.638 1.567 0.626  -0.489
H1 -2.295 -2.343 0.320  0.437
H2 -6.447 -0.510 -1.087  0.329
H3 1.011 -0.033 0.513  0.059
H4 -0.567 -0.821 -0.979  0.338
H5 3.405 1.297 0.635  0.426
H6 1.176 1.569 -1.419  0.221
H7 1.742 2.821 -0.173  0.255
H8 -2.245 -0.703 -1.559  0.414
H9 4.060 1.455 -1.018  0.344
H10 -0.973 1.286 -1.523  0.404
H11 4.379 -2.938 1.156  0.257
H12 -1.179 0.983 1.429  0.185
H13 6.078 -2.503 0.663  0.308
H14 5.447 0.728 0.013  0.270
H15 -2.403 1.687 -0.537  0.200
H16 -1.182 -1.384 1.360  0.340
H17 -3.684 -2.336 -0.992  0.240
H18 1.191 1.459 1.695  0.450
H19 -0.825 2.670 1.058  0.343
H20 -5.938 0.794 -0.067  0.292

=====

Q: Which value of HOMO level does entry 2 give?
A: -8.583 eV

=====

Q: Which value of net charge does entry 2 give?
A: 0

=====

Q: The highest net charge belongs to which entry?
A: C3H6NO2